1.
{
  "formula": "C17H35Cl4F2N7O20",
  "method": "ωB97M-V/def2-TZVPD",
  "elements": ["C", "N", "O", "O", "H", "H", "H", "C", "N", "O", "O", "H", "H", "H", "C", "N", "O", "O", "H", "H", "H", "C", "N", "O", "O", "H", "H", "H", "C", "N", "O", "O", "H", "H", "H", "C", "N", "O", "O", "H", "H", "H", "C", "N", "O", "O", "H", "H", "H", "C", "C", "O", "C", "O", "O", "F", "H", "H", "H", "C", "C", "O", "C", "O", "O", "F", "H", "H", "H", "Cl", "C", "C", "Cl", "H", "H", "H", "H", "Cl", "C", "C", "Cl", "H", "H", "H", "H"],
  "positions_angstrom": [[-5.03787, -1.64058, 6.92857], [-5.26770, -1.45155, 5.50328], [-6.31401, -0.90824, 5.24526], [-4.46627, -1.78979, 4.65722], [-5.74984, -1.30043, 7.68057], [-4.11212, -1.10565, 7.14056], [-4.94663, -2.70692, 7.13517], [7.92048, -2.22693, 2.74622], [8.35844, -3.03140, 3.92806], [8.07356, -2.52334, 5.05707], [8.79516, -4.18286, 3.82172], [7.02133, -1.76097, 3.14936], [7.75254, -2.86556, 1.87901], [8.63331, -1.41243, 2.61748], [4.41439, 6.75888, 3.79540], [5.69327, 6.20008, 3.37600], [5.82168, 5.02992, 3.62901], [6.29428, 6.84774, 2.57552], [3.68395, 6.52574, 3.02067], [4.49450, 7.80135, 4.10351], [4.21012, 6.20115, 4.70935], [-6.92025, -5.20097, -2.12374], [-5.41676, -5.10414, -1.96725], [-4.86110, -4.11490, -2.42997], [-4.81933, -5.95660, -1.30732], [-7.16772, -5.74175, -1.21028], [-7.24370, -5.69622, -3.03928], [-7.37163, -4.22278, -1.95790], [2.57066, 0.21495, 7.16378], [2.07928, -1.09828, 6.72310], [1.95026, -1.94345, 7.53980], [2.19145, -1.26316, 5.54558], [2.87821, 0.68446, 6.22940], [3.37495, 0.09729, 7.88999], [1.76137, 0.76629, 7.64251], [-7.59320, 1.49226, -0.86277], [-8.52384, 2.68937, -0.76743], [-9.70457, 2.39219, -0.56068], [-8.13616, 3.90001, -0.79540], [-7.41879, 1.29601, -1.92067], [-8.03773, 0.64126, -0.34671], [-6.62726, 1.76682, -0.43890], [0.26696, -0.08664, -0.67825], [-0.08931, 1.35582, -0.76481], [0.66374, 2.16806, -0.27673], [-0.94867, 1.67532, -1.64124], [1.32967, -0.08676, -0.43586], [-0.11685, -0.40629, -1.64707], [-0.26517, -0.40696, 0.21748], [-4.93033, 6.53992, 3.42208], [-3.76847, 6.41379, 2.46291], [-2.67343, 5.98979, 3.29323], [-3.24729, 5.37591, 4.30192], [-2.57006, 4.72597, 5.07038], [-4.59080, 5.53532, 4.31273], [-3.45608, 7.64786, 2.06646], [-5.89686, 6.29983, 2.97905], [-4.97621, 7.50175, 3.93284], [-4.06363, 5.73795, 1.66027], [0.69354, -8.18327, -5.67993], [-0.11749, -9.03981, -4.76983], [0.60419, -8.77742, -3.56026], [1.00661, -7.48460, -3.60432], [1.57616, -6.80158, -2.72493], [0.76611, -7.08516, -4.89387], [-0.11171, -10.33211, -4.97608], [0.16805, -7.96269, -6.60907], [1.63804, -8.69167, -5.87377], [-1.14390, -8.67422, -4.80073], [10.04134, 0.85802, -4.32029], [9.15191, 2.35173, -4.17638], [8.32485, 2.35925, -2.99480], [7.00392, 1.12073, -3.22312], [8.54232, 2.39169, -5.07909], [9.80361, 3.22491, -4.20736], [7.82547, 3.31133, -2.81518], [8.85558, 2.07085, -2.08747], [-0.59624, 1.47827, -11.14204], [-1.33960, 1.45566, -9.56786], [-0.60840, 0.49078, -8.64018], [-0.53329, -1.24034, -9.18584], [-2.38531, 1.17532, -9.69433], [-1.37025, 2.47356, -9.17920], [-1.09681, 0.58398, -7.67020], [0.39705, 0.88910, -8.50412]],
  "orbital_gap_ev": 10.5,
  "e_above_lowest_kj_mol": 212.4,
  "total_charge": 0,
  "smiles": "O=C1OC[C@@H](F)O1.O=C1OC[C@@H](F)O1.C[N+](=O)[O-].C[N+](=O)[O-].C[N+](=O)[O-].C[N+](=O)[O-].C[N+](=O)[O-].C[N+](=O)[O-].C[N+](=O)[O-].ClCCCl.ClCCCl",
  "energy_ha": -4596.5590,
  "lumo_ha": -0.009,
  "homo_energy_ha": -0.393
}

2.
{
  "formula": "C19H28BrO2Ti",
  "method": "ωB97M-V/def2-TZVPD",
  "elements": ["O", "C", "C", "H", "H", "C", "H", "H", "C", "H", "H", "H", "C", "H", "H", "H", "Ti", "C", "C", "C", "H", "C", "C", "H", "H", "H", "H", "C", "C", "C", "H", "C", "C", "H", "H", "H", "H", "O", "C", "C", "H", "H", "C", "H", "H", "C", "H", "H", "H", "H", "Br"],
  "positions_angstrom": [[-1.45499, -1.46362, -3.85470], [-0.45282, -1.94410, -4.77543], [-1.37918, -1.76009, -5.97229], [-0.16064, -2.97356, -4.55581], [0.44062, -1.31573, -4.76702], [-2.41365, -1.25216, -4.94853], [-1.66171, -2.67399, -6.48876], [-1.05921, -1.01969, -6.70099], [-3.62783, -2.13049, -4.76618], [-3.33680, -3.17360, -4.65778], [-4.29740, -2.04675, -5.62283], [-4.17978, -1.83810, -3.87362], [-2.77189, 0.21000, -5.06267], [-1.87667, 0.81917, -5.17129], [-3.30246, 0.54290, -4.17139], [-3.41441, 0.38456, -5.92641], [1.26991, 0.77977, 3.36955], [1.92180, 2.97168, 3.99904], [3.07938, 2.17863, 3.91741], [3.25557, 1.82033, 2.56058], [3.70437, 1.86785, 4.73569], [2.21180, 2.39782, 1.81720], [1.37122, 3.09341, 2.70121], [0.46830, 3.62019, 2.44103], [1.51990, 3.40160, 4.89936], [4.02879, 1.17706, 2.18250], [2.05662, 2.28293, 0.75779], [0.19135, 0.70430, 5.49677], [-0.56431, 1.54134, 4.64214], [-1.07845, 0.75496, 3.59306], [-0.72363, 2.59737, 4.76654], [-0.65755, -0.57825, 3.81967], [0.10930, -0.60503, 4.99301], [0.62565, -1.46140, 5.38421], [0.73888, 1.01168, 6.37157], [-1.71212, 1.10308, 2.79562], [-0.83689, -1.42093, 3.17434], [0.93316, -0.18730, 1.36821], [-0.09783, 0.28874, 0.47603], [0.38213, -0.04431, -0.92185], [-0.23868, 1.35216, 0.65240], [-1.02675, -0.22974, 0.71938], [1.20473, -1.30405, -0.68452], [1.01559, 0.75498, -1.30679], [-0.44258, -0.18549, -1.61660], [1.88610, -1.00159, 0.63143], [1.92098, -1.50565, -1.47769], [0.55334, -2.17258, -0.58783], [2.79869, -0.42020, 0.49652], [2.11934, -1.86344, 1.24402], [2.96070, -1.08466, 3.90468]],
  "orbital_gap_ev": [2.5, 5.9],
  "e_above_lowest_kj_mol": 0.0,
  "total_charge": -1,
  "spin_multiplicity": 3,
  "s_squared": 2.008,
  "energy_ha": -4314.7633,
  "lumo_ha": [0.078, 0.078],
  "homo_energy_ha": [-0.013, -0.138]
}

3.
{
  "formula": "C3H5NO",
  "method": "ωB97M-V/def2-TZVPD",
  "elements": ["O", "C", "C", "C", "N", "H", "H", "H", "H", "H"],
  "positions_angstrom": [[1.11931, 2.05577, 0.54581], [0.50413, 0.82703, 0.38800], [-1.17119, -1.57211, -0.60928], [-0.40184, -0.58601, -0.99176], [0.34006, 0.38922, -1.04424], [2.03058, 1.91296, 0.81950], [-0.50203, 0.88785, 0.81409], [1.04508, 0.01224, 0.88918], [-2.23696, -1.41721, -0.51249], [-0.72714, -2.50974, -0.29881]],
  "orbital_gap_ev": 10.2,
  "e_above_lowest_kj_mol": 204.0,
  "total_charge": 0,
  "smiles": "C=C=NCO",
  "energy_ha": -247.2295,
  "lumo_ha": 0.030,
  "homo_energy_ha": -0.344
}

4.
{
  "formula": "HN3O5S",
  "method": "ωB97M-V/def2-TZVPD",
  "elements": ["N", "N", "N", "O", "O", "O", "O", "O", "S", "H"],
  "positions_angstrom": [[-1.29595, -0.87884, -1.07889], [1.10641, 0.60312, -1.19704], [-0.22114, -0.11481, 1.66225], [0.49971, 1.43261, -1.82923], [2.15143, 0.68967, -0.61625], [0.44784, -1.06789, 0.96037], [-0.58962, -0.41885, 2.74186], [-0.44665, 0.89957, 1.13007], [0.13077, -1.08891, -0.81505], [-1.78279, -0.05567, -0.95808]],
  "orbital_gap_ev": 9.9,
  "e_above_lowest_kj_mol": 140.9,
  "total_charge": 0,
  "energy_ha": -938.9513,
  "lumo_ha": -0.036,
  "homo_energy_ha": -0.400
}

5.
{
  "formula": "C3H9NO2",
  "method": "ωB97M-V/def2-TZVPD",
  "elements": ["C", "N", "O", "H", "H", "H", "H", "H", "C", "C", "O", "H", "H", "H", "H"],
  "positions_angstrom": [[-2.23384, 0.50054, 1.31800], [-1.62835, -0.24034, 0.24097], [0.36407, -0.19871, -1.72714], [-0.44348, -0.73394, -1.55441], [-1.68878, -1.24064, 0.45268], [-3.26070, 0.78011, 1.06319], [-2.24353, -0.08336, 2.24654], [-1.60283, 1.39697, 1.48110], [2.51078, 0.28016, -0.83328], [1.16711, -0.36572, -0.62293], [0.98365, -1.31350, 0.14253], [-0.46679, -0.06179, 0.43622], [2.97850, -0.10804, -1.73992], [2.39666, 1.36379, -0.90613], [3.16753, 0.02446, 0.00259]],
  "orbital_gap_ev": 10.0,
  "e_above_lowest_kj_mol": 182.5,
  "total_charge": 0,
  "smiles": "CC(=O)O.CN",
  "energy_ha": -324.9031,
  "lumo_ha": 0.021,
  "homo_energy_ha": -0.347
}

6.
{
  "formula": "C6H10",
  "method": "ωB97M-V/def2-TZVPD",
  "elements": ["C", "C", "C", "C", "C", "C", "H", "H", "H", "H", "H", "H", "H", "H", "H", "H"],
  "positions_angstrom": [[2.06206, -0.33815, 0.22820], [0.69351, 0.04049, -0.38082], [-0.59404, -0.97034, -0.40239], [-1.83582, -0.16332, -0.01390], [-1.24659, 1.14899, 0.39854], [0.07039, 1.24753, 0.24846], [2.02954, -0.34032, 1.31740], [2.89281, 0.33505, -0.04598], [2.39473, -1.32738, -0.08203], [0.84989, 0.16431, -1.44941], [-0.72930, -1.46875, -1.37422], [-0.39618, -1.72277, 0.34984], [-2.40411, -0.67373, 0.77579], [-2.53624, -0.01554, -0.84244], [-1.87646, 1.95737, 0.73166], [0.63990, 2.11940, 0.55415]],
  "orbital_gap_ev": 10.2,
  "e_above_lowest_kj_mol": 46.0,
  "total_charge": 0,
  "smiles": "C[C@@H]1C=CCC1",
  "energy_ha": -234.5850,
  "lumo_ha": 0.045,
  "homo_energy_ha": -0.329
}